DFT (wB97M-V/def2-TZVPD) results for a molecular structure, C28H22MoO5S5Sb.

```
62
C28H22MoO5S5Sb (wB97M-V/def2-TZVPD)
Mo 0.857 0.216 0.559
S 3.156 0.926 0.849
C 3.038 2.625 1.268
C 4.162 3.444 1.165
C 4.112 4.781 1.530
C 2.922 5.321 2.004
C 1.798 4.515 2.113
C 1.841 3.169 1.756
S 0.433 2.149 1.976
H 5.083 3.015 0.786
H 4.996 5.400 1.433
H 2.866 6.368 2.282
H 0.864 4.926 2.480
O 0.082 -0.925 -1.945
C -0.024 0.117 -2.886
C 0.310 1.495 -2.237
O 0.133 2.507 -2.899
O 0.885 1.441 -1.099
C 1.098 -0.093 -3.899
C 2.196 -0.874 -3.556
C 3.240 -1.036 -4.458
C 3.197 -0.424 -5.702
C 2.105 0.364 -6.041
C 1.063 0.531 -5.142
C -1.395 0.059 -3.558
C -1.731 -1.128 -4.207
C -2.980 -1.302 -4.777
C -3.923 -0.284 -4.709
C -3.600 0.900 -4.065
C -2.344 1.073 -3.492
H -0.764 -1.172 -1.532
H 2.228 -1.340 -2.579
H 4.094 -1.641 -4.177
H 4.014 -0.555 -6.403
H 2.067 0.855 -7.006
H 0.219 1.162 -5.391
H -1.001 -1.928 -4.241
H -3.222 -2.238 -5.266
H -4.905 -0.417 -5.150
H -4.330 1.699 -3.998
H -2.094 2.004 -3.006
S 0.646 -4.620 2.566
Sb 0.394 -3.572 0.551
S 2.080 -1.866 0.262
S -1.721 -2.839 -0.014
C -3.565 0.394 0.012
C -2.265 0.199 0.743
O -1.234 0.421 0.082
C -2.273 -0.248 2.110
C -3.481 -0.289 2.841
C -3.550 -0.845 4.089
C -2.395 -1.435 4.637
C -1.210 -1.428 3.960
C -1.097 -0.801 2.689
O 0.049 -0.831 2.109
H -3.350 0.668 -1.016
H -4.159 1.178 0.486
H -4.136 -0.536 0.032
H -4.374 0.135 2.402
H -4.483 -0.854 4.639
H -2.450 -1.916 5.608
H -0.320 -1.909 4.342
```

Summary:
Electronic energy: -102206.62294 eV
Kohn-Sham gap (spin up / spin down): 5.909 / 6.064 eV
⟨S²⟩: 3.788
2S+1: 4
Net charge: -2
LUMO energy (spin up / spin down): 0.1610 / 0.1397 Eh

DFT (wB97M-V/def2-TZVPD) results for 24 unconnected molecules or ions with the total composition C9H64NO24 in a non-equilibrium geometry.

```
98
C9H64NO24 (wB97M-V/def2-TZVPD)
C -1.960 1.018 0.403
C -0.869 -0.040 0.675
C -1.445 -1.453 0.287
C -1.389 -1.774 -1.199
C 0.024 -1.579 -1.764
C 0.660 -0.166 -1.417
N 0.477 0.179 0.069
O 1.102 1.442 0.392
C 0.154 0.760 -2.552
C 2.192 -0.498 -1.644
C -0.771 -0.051 2.243
H -2.208 1.104 -0.655
H -1.665 2.055 0.562
H -2.905 0.802 0.900
H -2.439 -1.689 0.666
H -0.827 -2.150 0.853
H -2.018 -1.203 -1.882
H -1.783 -2.765 -1.423
H -0.018 -1.833 -2.823
H 0.579 -2.412 -1.333
H 0.883 1.538 -2.779
H -0.804 1.199 -2.277
H -0.034 0.319 -3.531
H 2.610 -1.308 -1.046
H 2.790 0.408 -1.544
H 2.371 -0.811 -2.673
H -0.793 0.966 2.634
H 0.131 -0.613 2.484
H -1.661 -0.512 2.673
O 4.008 2.252 -3.201
H 3.354 2.701 -2.666
H 3.934 2.661 -4.063
O 0.506 -3.317 3.037
H 0.410 -3.958 2.333
H -0.123 -3.596 3.703
O -2.946 2.977 -3.584
H -2.121 3.404 -3.353
H -2.713 2.364 -4.280
O 4.368 0.686 0.569
H 4.200 -0.196 0.903
H 3.502 1.026 0.343
O 4.951 -1.404 -2.065
H 4.680 -1.634 -1.176
H 4.735 -2.175 -2.589
O -0.162 4.101 -3.597
H -0.057 4.903 -4.108
H 0.016 3.395 -4.218
O 3.118 -3.712 -0.054
H 2.603 -2.909 0.017
H 3.352 -3.928 0.849
O -0.688 -1.500 5.155
H -1.528 -1.091 4.948
H -0.906 -2.411 5.349
O 2.068 2.273 2.949
H 2.969 2.375 2.642
H 1.613 1.849 2.221
O -5.271 -2.947 -0.327
H -5.256 -2.207 -0.933
H -4.878 -2.607 0.477
O -4.544 -2.279 2.319
H -5.053 -2.145 3.118
H -4.096 -3.113 2.457
O 2.559 -1.389 1.455
H 2.239 -1.795 2.261
H 1.858 -0.793 1.191
O -1.057 -5.729 -2.769
H -1.701 -5.454 -2.116
H -0.522 -6.382 -2.318
O -3.100 -0.742 4.739
H -3.532 -1.056 3.945
H -3.817 -0.562 5.347
O 4.586 -0.068 -4.320
H 4.145 0.681 -3.921
H 5.065 -0.478 -3.599
O -4.862 2.343 0.344
H -4.956 3.295 0.376
H -3.983 2.177 0.684
O -0.593 3.802 2.155
H -0.150 3.093 1.690
H -0.705 3.473 3.047
O 1.998 -0.318 -5.584
H 2.927 -0.261 -5.360
H 1.721 -1.169 -5.244
O 1.938 -0.970 4.681
H 1.904 -0.046 4.929
H 1.046 -1.288 4.818
O -0.711 3.016 4.858
H -1.464 2.439 4.733
H -0.773 3.295 5.771
O 0.555 2.065 -5.470
H -0.330 1.753 -5.657
H 1.097 1.277 -5.489
O -3.269 1.927 4.410
H -4.119 1.961 3.971
H -2.996 1.013 4.335
O 1.873 3.548 -1.789
H 1.119 3.743 -2.347
H 1.577 2.829 -1.230
```

Summary:
Electronic energy: -61001.96591 eV
Kohn-Sham gap (spin up / spin down): 2.739 / 5.437 eV
⟨S²⟩: 0.750
2S+1: 2
Net charge: -2
LUMO energy (spin up / spin down): 0.1352 / 0.1351 Eh

DFT (wB97M-V/def2-TZVPD) results for a molecular structure, C37H25AuN9 in a non-equilibrium geometry.

```
72
C37H25AuN9 (wB97M-V/def2-TZVPD)
Au -0.065 -0.561 0.797
C 3.062 -4.294 5.100
C 2.552 -5.343 4.331
C 1.891 -5.109 3.137
C 1.716 -3.787 2.746
C 1.022 -3.184 1.647
N 0.398 -3.869 0.705
C -0.393 -3.342 -0.175
C -1.054 -4.098 -1.216
C -1.007 -5.436 -1.556
C -1.809 -5.856 -2.610
C -2.620 -4.963 -3.301
C -2.666 -3.614 -2.965
C -1.880 -3.192 -1.907
C -1.721 -1.904 -1.262
N -2.391 -0.842 -1.597
C -2.253 0.332 -1.001
N -1.330 0.668 -0.051
C -1.445 2.000 0.234
N -0.653 2.720 1.011
C 0.296 2.218 1.739
N 0.608 0.892 1.910
C 1.642 0.787 2.810
N 2.158 -0.302 3.283
C 1.839 -1.513 2.862
N 1.114 -1.819 1.740
C 2.235 -2.723 3.521
C 2.931 -2.974 4.698
C 2.015 2.116 3.253
C 2.962 2.562 4.156
C 3.051 3.935 4.363
C 2.223 4.824 3.688
C 1.270 4.381 2.778
C 1.173 3.014 2.573
C -2.533 2.546 -0.522
C -3.086 3.819 -0.594
C -4.155 4.014 -1.454
C -4.652 2.972 -2.239
C -4.102 1.701 -2.186
C -3.041 1.489 -1.314
N -0.828 -2.037 -0.227
H 3.565 -4.514 6.031
H 2.672 -6.357 4.682
H 1.519 -5.921 2.531
H -0.375 -6.120 -1.014
H -1.805 -6.899 -2.890
H -3.232 -5.331 -4.112
H -3.293 -2.918 -3.500
H 3.345 -2.168 5.282
H 3.602 1.866 4.674
H 3.775 4.311 5.069
H 2.318 5.881 3.884
H 0.628 5.066 2.249
H -2.693 4.620 0.009
H -4.615 4.988 -1.513
H -5.483 3.162 -2.900
H -4.474 0.893 -2.799
C -0.514 2.874 -3.326
C 0.805 2.090 -3.340
C 0.882 1.235 -4.613
C 1.987 3.067 -3.254
C 0.892 1.202 -2.207
N 1.018 0.480 -1.324
H -0.524 3.543 -4.185
H -0.613 3.474 -2.423
H -1.373 2.209 -3.400
H 0.909 1.891 -5.481
H 0.007 0.590 -4.696
H 1.776 0.615 -4.621
H 1.993 3.698 -4.140
H 2.936 2.536 -3.201
H 1.894 3.706 -2.376
```

Summary:
Electronic energy: -55873.75979 eV
Kohn-Sham gap (spin up / spin down): 4.526 / 6.485 eV
⟨S²⟩: 2.047
2S+1: 3
Net charge: +1
LUMO energy (spin up / spin down): -0.1519 / -0.1958 Eh

DFT (wB97M-V/def2-TZVPD) results for C3N4S3 in the gas phase in a non-equilibrium geometry.

```
10
C3N4S3 (wB97M-V/def2-TZVPD)
C -1.120 -1.563 0.161
C -2.053 1.404 -0.134
C 2.681 0.654 0.317
N -1.211 -2.446 0.837
N -2.412 0.591 -0.945
N 3.303 0.338 1.238
N 0.472 0.322 -0.450
S -0.727 -0.530 -1.110
S -1.178 2.217 0.842
S 1.785 1.167 -1.025
```

Summary:
Electronic energy: -41571.47690 eV
Kohn-Sham gap (spin up / spin down): 7.504 / 7.505 eV
LUMO energy (spin up / spin down): -0.0783 / -0.0783 Eh

DFT (wB97M-V/def2-TZVPD) results for a molecular structure, C3H2CuLiO in a non-equilibrium geometry.

```
8
C3H2CuLiO (wB97M-V/def2-TZVPD)
C 0.208 -1.177 -0.790
H -0.430 -2.009 -1.105
O -0.412 1.192 -0.020
C 0.402 0.046 0.079
C 1.165 -0.360 -1.223
Li -2.002 -0.025 0.317
Cu 0.169 2.372 1.684
H 0.899 -0.039 1.059
```

Summary:
Electronic energy: -50028.73234 eV
Kohn-Sham gap (spin up / spin down): 3.999 / 3.996 eV
LUMO energy (spin up / spin down): -0.0683 / -0.0683 Eh

DFT (wB97M-V/def2-TZVPD) results for C2H4N4S in the gas phase in a non-equilibrium geometry.

```
11
C2H4N4S (wB97M-V/def2-TZVPD)
C -0.191 1.299 -0.112
C 1.665 0.196 0.022
H -2.203 -1.038 -0.484
H -1.643 -0.992 1.091
H -0.868 2.144 -0.181
H 0.677 -1.699 -0.328
N -1.795 -0.442 0.230
N -0.562 -0.016 -0.330
N 1.052 1.438 0.154
N 0.614 -0.720 -0.080
S 3.254 -0.170 0.019
```

Summary:
Electronic energy: -18932.52535 eV
Kohn-Sham gap: 8.423 eV
SMILES: Nn1cnc(=S)[nH]1
LUMO energy: 0.0027 Eh

DFT (wB97M-V/def2-TZVPD) results for C6H9NO in the gas phase in a non-equilibrium geometry.

```
17
C6H9NO (wB97M-V/def2-TZVPD)
C 0.313 0.896 -1.918
N -0.937 -1.165 0.346
C -1.378 -0.007 -0.230
C -0.160 0.854 -0.497
C 0.438 -1.210 0.644
C 0.109 1.852 0.395
C 0.851 -1.771 1.816
O -2.536 0.282 -0.478
H -1.622 -1.678 0.888
H 1.196 -1.088 -0.126
H 1.377 0.643 -1.962
H -0.213 0.174 -2.549
H 0.164 1.885 -2.360
H -0.266 1.820 1.412
H 0.679 2.724 0.096
H 0.167 -1.955 2.635
H 1.819 -2.256 1.888
```

Summary:
Electronic energy: -9903.73235 eV
Kohn-Sham gap: 9.839 eV
SMILES: C=CNC(=O)C(=C)C
LUMO energy: 0.0296 Eh

DFT (wB97M-V/def2-TZVPD) results for a molecular structure, H24O12 in a non-equilibrium geometry.

```
36
H24O12 (wB97M-V/def2-TZVPD)
O -1.423 1.820 -2.460
H -0.758 1.210 -3.028
H -0.803 2.008 -1.629
O 1.090 1.635 3.831
H 0.485 1.024 3.500
H 0.887 1.758 4.879
O 2.724 1.114 -0.952
H 2.521 0.755 -0.063
H 3.559 1.095 -1.254
O 0.197 -1.458 -3.207
H -0.338 -1.398 -2.400
H 0.158 -2.543 -3.401
O -0.650 0.094 2.684
H -1.461 -0.239 2.536
H -0.316 -0.489 3.398
O 1.139 0.488 -2.966
H 1.771 0.467 -2.220
H 0.824 -0.424 -3.144
O 2.893 -1.151 0.589
H 2.661 -1.421 1.413
H 2.066 -0.842 0.186
O 0.255 -0.416 0.124
H -0.512 -0.112 -0.366
H -0.222 -0.261 1.027
O -1.579 -0.480 -1.597
H -2.161 -0.530 -0.801
H -1.973 0.210 -1.970
O -2.546 -0.555 1.248
H -3.461 -1.151 1.663
H -3.049 0.247 1.223
O -0.274 2.863 -0.156
H 0.534 2.389 -0.579
H -0.043 3.592 0.403
O -1.031 -3.094 1.213
H -0.844 -3.625 0.547
H -0.311 -2.566 1.727
```

Summary:
Electronic energy: -24954.97925 eV
Kohn-Sham gap: 8.693 eV
LUMO energy: -0.0230 Eh

Copy entry 4 word for word.
DFT (wB97M-V/def2-TZVPD) results for C3N4S3 in the gas phase in a non-equilibrium geometry.

```
10
C3N4S3 (wB97M-V/def2-TZVPD)
C -1.120 -1.563 0.161
C -2.053 1.404 -0.134
C 2.681 0.654 0.317
N -1.211 -2.446 0.837
N -2.412 0.591 -0.945
N 3.303 0.338 1.238
N 0.472 0.322 -0.450
S -0.727 -0.530 -1.110
S -1.178 2.217 0.842
S 1.785 1.167 -1.025
```

Summary:
Electronic energy: -41571.47690 eV
Kohn-Sham gap (spin up / spin down): 7.504 / 7.505 eV
LUMO energy (spin up / spin down): -0.0783 / -0.0783 Eh